C4H9NO | ωB97M-V/def2-TZVPD

Each line ends with the Mulliken charge.
Atoms and positions in Å:
C1 0.47893 0.48475 1.72751  -0.286
N1 0.13711 0.42921 0.52360  -0.324
C2 0.26159 -0.84711 -0.09694  0.679
C3 -0.76462 -1.71505 -0.07072  -0.922
C4 1.55652 -1.05481 -0.81496  -1.211
H1 0.69113 1.38874 2.34223  0.244
H2 0.86343 -0.26029 2.42202  0.276
H3 -1.60512 -1.57737 0.57729  0.272
H4 -0.76043 -2.62358 -0.67735  0.284
H5 2.00872 -2.03708 -0.63302  0.331
H6 2.26655 -0.26553 -0.70397  0.359
H7 1.33530 -1.16469 -1.89302  0.301
O1 -1.50258 2.31491 -0.99082  -0.639
H8 -1.55080 1.78754 -0.18925  0.339
H9 -1.36096 1.68662 -1.70217  0.297

Atomic forces in eV per Å
1.49 1.29 2.11
0.61 -0.48 0.45
-1.30 -0.59 0.23
1.08 -0.06 -0.40
-0.60 -1.20 -1.68
-1.17 0.48 -1.22
-0.26 -1.45 -0.77
-0.44 0.35 0.02
0.23 0.21 0.33
-0.04 0.32 0.63
0.37 0.48 0.27
0.10 0.46 0.21
-0.38 0.45 -0.18
0.27 -0.13 -0.06
0.05 -0.12 0.07

## Properties
HOMO energy ... -9.131 eV
Gap between HOMO and LUMO ... 9.98 eV